No. 1
{
  "formula": "C3H8N2O",
  "method": "ωB97M-V with the def2-TZVPD basis set",
  "symbols": ["H", "N", "C", "C", "H", "H", "H", "H", "H", "N", "C", "O", "H", "H"],
  "xyz": [[-0.54, 2.46, 0.10], [-0.35, 1.72, -0.57], [-1.12, 0.68, -0.42], [-0.73, -0.59, -1.07], [-1.83, 0.57, 0.41], [-1.81, -0.05, -1.56], [-1.08, -1.49, -0.57], [-0.02, -0.46, -1.88], [1.72, 1.01, 0.95], [1.93, 0.24, 0.31], [1.33, -0.84, 0.55], [0.57, -1.17, 1.64], [1.59, -1.73, -0.01], [0.33, -0.36, 2.13]],
  "homo_energy_ha": -0.3417,
  "orbital_gap_ev": 9.981,
  "energy_ev": -8265.207
}


No. 2
{
  "formula": "C4H8O2",
  "method": "ωB97M-V with the def2-TZVPD basis set",
  "symbols": ["C", "C", "O", "C", "C", "O", "H", "H", "H", "H", "H", "H", "H", "H"],
  "xyz": [[-2.21, -0.23, 0.61], [-0.64, 0.15, 0.22], [-0.98, 1.29, -0.05], [1.04, 0.15, 0.20], [1.67, -0.79, -0.81], [1.40, 1.47, -0.11], [-2.70, -0.46, -0.34], [-2.79, 0.64, 1.04], [-2.24, -1.03, 1.32], [1.38, -0.09, 1.21], [1.49, -1.83, -0.52], [2.76, -0.63, -0.86], [1.27, -0.62, -1.81], [0.56, 1.99, -0.10]],
  "homo_energy_ha": -0.3416,
  "orbital_gap_ev": 9.980,
  "energy_ev": -8369.942
}


No. 3
{
  "formula": "C5H10NO",
  "method": "ωB97M-V with the def2-TZVPD basis set",
  "symbols": ["C", "C", "N", "C", "C", "C", "O", "H", "H", "H", "H", "H", "H", "H", "H", "H", "H"],
  "xyz": [[2.19, -0.07, -1.37], [1.06, -0.27, -0.68], [0.44, -1.51, -0.64], [0.35, 0.83, 0.06], [-1.18, 0.73, 0.10], [-1.73, 0.03, 1.38], [-3.03, -0.25, 1.35], [2.69, -0.88, -1.90], [2.63, 0.92, -1.42], [1.07, -2.29, -0.76], [-0.24, -1.63, 0.09], [0.72, 0.83, 1.10], [0.67, 1.77, -0.38], [-1.55, 0.19, -0.78], [-1.63, 1.72, 0.06], [-1.42, 0.72, 2.22], [-1.06, -0.86, 1.57]],
  "total_charge": -1,
  "homo_energy_ha": -0.0899,
  "orbital_gap_ev": 6.272,
  "energy_ev": -8884.000
}


No. 4
{
  "formula": "C4H12OP",
  "method": "ωB97M-V with the def2-TZVPD basis set",
  "symbols": ["C", "C", "C", "C", "O", "P", "H", "H", "H", "H", "H", "H", "H", "H", "H", "H", "H", "H"],
  "xyz": [[-1.99, 1.01, -0.69], [0.23, -1.53, 1.28], [1.79, 1.70, -0.33], [-0.05, -1.37, -1.61], [-1.20, 0.26, 0.23], [0.22, -0.32, -0.08], [-1.52, 1.86, -1.23], [-2.82, 1.38, -0.05], [-2.42, 0.27, -1.34], [1.18, -1.92, 1.57], [-0.16, -2.45, 0.91], [-0.32, -1.07, 2.21], [2.66, 1.28, -0.82], [1.79, 2.04, 0.72], [1.04, 2.19, -1.08], [-0.29, -0.79, -2.53], [-1.12, -1.86, -1.47], [0.55, -2.22, -1.96]],
  "total_charge": 1,
  "homo_energy_ha": -0.5307,
  "orbital_gap_ev": 9.447,
  "energy_ev": -15669.963
}


No. 5
{
  "formula": "C4H5N2O",
  "method": "ωB97M-V with the def2-TZVPD basis set",
  "symbols": ["C", "C", "C", "C", "N", "N", "O", "H", "H", "H", "H", "H"],
  "xyz": [[0.99, 1.95, 1.36], [-0.14, -1.14, 1.44], [0.68, 0.64, -0.82], [-0.61, -0.12, -0.69], [0.80, 1.39, 0.35], [-0.77, -1.05, 0.37], [0.19, -1.28, 2.52], [1.54, 0.03, -0.89], [0.65, 1.33, -1.67], [-1.25, 0.66, -0.53], [-0.77, -0.55, -1.67], [-1.30, -1.85, 0.22]],
  "total_charge": 1,
  "homo_energy_ha": -0.5677,
  "orbital_gap_ev": 9.761,
  "energy_ev": -9246.459
}


No. 6
{
  "formula": "C4H4N2S",
  "method": "ωB97M-V with the def2-TZVPD basis set",
  "symbols": ["N", "C", "C", "N", "C", "C", "S", "H", "H", "H", "H"],
  "xyz": [[-1.02, 2.02, 1.02], [-0.76, 1.73, -0.03], [-0.02, 1.37, -1.14], [0.81, 0.39, -0.98], [0.78, -0.46, 0.23], [-0.31, -1.43, 0.46], [1.21, -2.27, 0.15], [0.00, 1.82, -2.09], [1.25, -0.14, 1.18], [-0.77, -1.39, 1.38], [-1.17, -1.63, -0.18]],
  "homo_energy_ha": -0.3344,
  "orbital_gap_ev": 8.634,
  "energy_ev": -18025.362
}


No. 7
{
  "formula": "C3H10N2O2",
  "method": "ωB97M-V with the def2-TZVPD basis set",
  "symbols": ["N", "C", "C", "C", "N", "O", "H", "H", "H", "H", "H", "H", "H", "H", "H", "H", "O"],
  "xyz": [[-0.75, -0.83, 0.70], [0.16, 0.22, 0.52], [-0.58, 1.34, -0.15], [1.50, -0.21, -0.49], [1.45, -1.32, -1.07], [2.23, 0.73, -0.36], [-0.49, -1.68, 0.24], [0.67, -0.36, 4.01], [0.59, 0.62, 1.43], [-0.95, 1.09, -1.12], [0.02, 2.25, -0.21], [-1.45, 1.60, 0.46], [2.33, -1.81, -1.07], [0.57, -0.24, 3.30], [-1.69, -0.61, 0.27], [-3.89, -0.11, 0.08], [-3.00, -0.01, -0.29]],
  "homo_energy_ha": -0.3283,
  "orbital_gap_ev": 4.452,
  "energy_ev": -10340.529
}


No. 8
{
  "formula": "C27H15F8N4O3PtSSe",
  "method": "ωB97M-V with the def2-TZVPD basis set",
  "symbols": ["Pt", "C", "C", "N", "C", "C", "C", "C", "C", "C", "C", "N", "C", "C", "C", "C", "C", "C", "C", "C", "N", "C", "H", "H", "H", "H", "H", "H", "H", "H", "H", "H", "H", "H", "C", "C", "N", "H", "H", "H", "F", "C", "F", "F", "S", "O", "O", "O", "F", "C", "C", "F", "C", "F", "C", "Se", "C", "F", "C", "F"],
  "xyz": [[-0.54, -0.42, -0.24], [-0.98, -0.69, 4.06], [-1.29, -0.58, 2.70], [-0.37, -0.38, 1.77], [0.93, -0.26, 2.13], [1.32, -0.38, 3.47], [0.32, -0.60, 4.45], [2.69, -0.25, 3.78], [3.63, 0.03, 2.80], [3.25, 0.15, 1.48], [1.91, -0.06, 1.09], [1.41, -0.11, -0.16], [2.02, -0.24, -1.37], [3.39, -0.37, -1.62], [3.87, -0.46, -2.92], [3.00, -0.45, -3.99], [1.60, -0.42, -3.79], [0.68, -0.53, -4.86], [-0.65, -0.59, -4.58], [-1.07, -0.53, -3.24], [-0.22, -0.39, -2.24], [1.11, -0.33, -2.49], [-1.78, -0.85, 4.77], [-2.31, -0.67, 2.36], [0.61, -0.70, 5.49], [2.99, -0.36, 4.81], [4.67, 0.17, 3.07], [4.00, 0.44, 0.76], [4.10, -0.45, -0.82], [4.93, -0.55, -3.09], [3.38, -0.51, -5.00], [1.04, -0.60, -5.88], [-1.40, -0.69, -5.35], [-2.12, -0.61, -2.97], [-0.65, 5.03, -0.13], [-0.49, 3.64, -0.53], [-0.37, 2.54, -0.84], [-1.69, 5.24, 0.08], [-0.30, 5.69, -0.93], [-0.06, 5.22, 0.77], [1.89, -5.48, -0.37], [0.69, -5.21, 0.14], [0.63, -5.71, 1.38], [-0.24, -5.81, -0.60], [0.40, -3.39, 0.17], [0.44, -3.01, -1.24], [1.51, -2.85, 0.94], [-0.89, -3.25, 0.80], [-5.46, 3.11, 1.69], [-4.38, 2.47, 1.19], [-3.30, 2.02, 2.11], [-1.98, 2.27, 1.71], [-4.10, 1.01, 1.32], [-4.85, 0.08, 1.99], [-3.54, 0.59, 0.06], [-2.91, -1.12, -0.23], [-3.47, 1.70, -0.83], [-2.94, 1.65, -2.04], [-4.00, 2.78, -0.22], [-4.04, 3.99, -0.72]],
  "total_charge": 1,
  "homo_energy_ha": [-0.3698, -0.3688],
  "orbital_gap_ev": [2.956, 2.929],
  "energy_ev": -141501.383
}